1.
86
Properties=species:S:1:pos:R:3:mulliken_charge:R:1 method="wB97M-V/def2-TZVPD" lumo_ha=-0.031 e_homo_ha=-0.2805 molar_mass_g_mol=974.24 charge=0 e_above_lowest_kj_mol=91.9 energy_ha=-6522.3259 fmax_ha_per_bohr=0.0431 orbital_gap_ev=6.79
Ca 0.3575 -0.0291 0.4805 1.3752
Cl 0.4879 -3.4187 -5.9404 -0.2137
C 0.1923 -2.3881 -4.5921 0.4725
C 0.2195 -2.8904 -3.2966 -0.3394
Cl 0.5523 -4.5585 -3.0338 -0.2021
C -0.0192 -2.0545 -2.2161 1.3610
Cl 0.0760 -2.6779 -0.6117 -0.2505
C -0.3309 -0.6787 -2.3529 -0.9280
O -0.5629 0.0820 -1.3390 -0.9496
C -0.3610 -0.2141 -3.6967 0.8319
Cl -0.8008 1.4281 -3.9526 -0.1371
C -0.0933 -1.0350 -4.7795 -0.1050
Cl -0.1120 -0.3893 -6.3730 -0.1877
S 0.9742 5.5948 4.7616 -0.1572
C 1.0794 7.1141 3.9812 -0.4122
C 0.5307 7.0837 2.7380 -0.8100
C 0.0100 5.8079 2.4063 -0.2739
C 0.1692 4.8826 3.3996 0.4747
C -0.2190 3.4753 3.4033 0.5572
C -0.5137 2.8106 2.1938 0.2880
N -0.8458 1.5428 2.1089 -0.5418
C -0.9608 0.8299 3.2484 -0.7197
C -0.7232 1.3981 4.5138 1.0002
C -0.9264 0.6213 5.6985 -1.1300
C -1.3631 -0.6524 5.6213 -1.0212
C -1.5982 -1.2715 4.3531 1.1078
C -2.0475 -2.5929 4.2452 -0.7552
C -2.2665 -3.1516 3.0016 0.7563
C -1.9698 -2.3442 1.8833 -1.2545
N -1.5109 -1.1161 1.9524 -0.2132
C -1.3589 -0.5503 3.1669 -0.0064
C -2.7429 -4.5225 2.8386 0.3185
C -3.2793 -5.3517 3.7869 -0.4391
C -3.6163 -6.6314 3.2843 -0.5879
C -3.3319 -6.7610 1.9611 -0.4237
S -2.6502 -5.3350 1.3112 -0.0499
C -0.3158 2.7349 4.5626 -1.0962
H 1.5464 7.9404 4.4930 0.4545
H 0.4894 7.9373 2.0772 0.4232
H -0.4755 5.5987 1.4629 0.4809
H -0.4788 3.3534 1.2577 0.1080
H -0.7408 1.0889 6.6576 0.4253
H -1.5442 -1.2350 6.5165 0.4408
H -2.2084 -3.1645 5.1506 0.3714
H -2.1172 -2.7434 0.8867 0.8428
H -3.4471 -5.0578 4.8131 0.3400
H -4.0522 -7.4176 3.8830 0.3868
H -3.4838 -7.6164 1.3225 0.4154
H -0.1035 3.1881 5.5241 0.4294
C 5.2968 3.6188 1.5498 -0.7377
C 5.4771 2.8025 0.4434 -0.7261
C 4.3882 2.3905 -0.3117 -0.1899
C 3.0992 2.8011 0.0259 -0.2787
C 2.9294 3.6023 1.1556 -0.1361
C 4.0163 4.0169 1.9072 -0.7676
P 1.6299 2.1404 -0.8582 2.3304
C 2.3599 1.8954 -2.5250 0.4179
C 2.7413 0.6031 -2.8827 -0.1214
C 3.2833 0.3565 -4.1363 -0.7461
C 3.4490 1.3949 -5.0383 -0.7453
C 3.0874 2.6869 -4.6802 -0.6797
C 2.5450 2.9375 -3.4308 -0.4968
C 0.6106 3.6527 -1.1029 0.2042
C -0.7645 3.4502 -1.2472 -0.3939
C -1.6155 4.5252 -1.4600 -0.9008
C -1.1059 5.8142 -1.5215 -0.7372
C 0.2567 6.0267 -1.3677 -0.9418
C 1.1112 4.9536 -1.1574 -0.2031
H 6.1492 3.9396 2.1351 0.3792
H 6.4743 2.4822 0.1683 0.4287
H 4.5404 1.7504 -1.1713 0.4121
H 1.9360 3.9122 1.4482 0.2168
H 3.8601 4.6501 2.7728 0.4987
H 2.6085 -0.2037 -2.1710 0.3335
H 3.5677 -0.6517 -4.4126 0.4793
H 3.8563 1.1990 -6.0222 0.3849
H 3.2178 3.5013 -5.3818 0.4221
H 2.2460 3.9435 -3.1733 0.2832
H -1.1547 2.4411 -1.1931 0.4292
H -2.6784 4.3581 -1.5818 0.4972
H -1.7687 6.6541 -1.6885 0.4245
H 0.6598 7.0314 -1.4107 0.4423
H 2.1724 5.1301 -1.0396 0.5275
O 1.7221 0.3828 2.2019 -0.5133
S 2.9164 -0.0795 1.3970 0.2054
N 2.5331 -0.6632 0.1086 -0.4580


2.
89
Properties=species:S:1:pos:R:3:mulliken_charge:R:1 method="wB97M-V/def2-TZVPD" lumo_ha=-0.036 e_homo_ha=-0.2482 molar_mass_g_mol=1199.03 charge=0 e_above_lowest_kj_mol=63.0 energy_ha=-7995.3550 fmax_ha_per_bohr=0.0104 orbital_gap_ev=5.78
Tl -0.3753 0.3446 -0.0792 2.5528
Br -6.9231 -1.0750 1.9066 -0.2110
C -5.3175 -0.0995 1.6387 -0.1433
C -4.6090 0.3732 2.7400 -0.5447
C -3.4151 1.0466 2.5631 -0.6248
C -2.9095 1.2597 1.2777 -0.3148
O -1.6839 1.7487 1.0684 -0.4288
C -3.6909 0.8589 0.1884 0.2966
C -3.1099 1.1864 -1.1138 -0.3984
N -2.9630 0.3346 -2.0458 -0.0356
C -2.3009 0.7249 -3.2142 -0.4736
C -2.8032 0.2770 -4.4107 -0.2806
C -2.2456 0.6542 -5.6447 -0.8631
C -1.1662 1.4874 -5.6860 -0.8817
C -0.5814 1.9294 -4.4781 1.1733
C 0.5430 2.7857 -4.4802 -0.7209
C 1.1069 3.1770 -3.3076 -1.0365
C 0.5728 2.6638 -2.1127 -0.1768
N -0.4754 1.8785 -2.0556 0.3631
C -1.1073 1.5211 -3.2272 0.2347
C -4.8668 0.1354 0.3583 -0.3025
H -4.9801 0.1784 3.7379 0.4089
H -2.8246 1.3592 3.4162 0.4729
H -2.7429 2.2099 -1.2197 0.4431
H -3.6740 -0.3662 -4.3728 0.5026
H -2.6896 0.2898 -6.5622 0.4084
H -0.7433 1.8178 -6.6280 0.4197
H 0.9498 3.1102 -5.4312 0.3908
H 1.9686 3.8293 -3.2743 0.5028
H 1.0589 2.8967 -1.1747 0.4807
H -5.4171 -0.2161 -0.5052 0.5580
Cl -2.6594 -5.9487 -2.0812 -0.2266
C -2.3441 -4.5313 -1.1388 0.4527
C -2.7641 -4.4549 0.1777 0.3011
Cl -3.5919 -5.7874 0.9047 -0.2237
C -2.4912 -3.3032 0.9253 0.5841
Cl -2.9699 -3.1826 2.5834 -0.2223
C -1.7933 -2.2252 0.3835 -0.5665
O -1.4879 -1.1661 1.0863 -0.8003
C -1.3436 -2.3116 -0.9663 -0.8263
O -0.6133 -1.3202 -1.4703 -0.5978
C -1.6439 -3.4540 -1.6989 0.6158
Cl -1.0893 -3.5302 -3.3469 -0.2397
S 2.3165 6.4541 3.1212 -0.2025
C 1.5851 7.8395 2.4478 -0.3847
C 0.7137 7.5134 1.4573 -0.6139
C 0.6426 6.1092 1.2400 -0.3933
C 1.4590 5.3965 2.0704 0.4235
C 1.6602 3.9385 2.1241 0.4344
C 0.8518 3.0838 1.3481 -0.9020
N 1.0367 1.7831 1.2903 0.4744
C 1.9745 1.2063 2.0710 -0.5386
C 2.7784 1.9560 2.9287 0.3972
C 3.7036 1.2750 3.7984 -1.1861
C 3.7783 -0.0702 3.8178 -0.9528
C 2.9502 -0.8721 2.9544 0.3886
C 2.9389 -2.2758 2.9680 -0.7280
C 2.1017 -2.9758 2.1277 0.1108
C 1.3105 -2.2167 1.2411 -0.2262
N 1.3108 -0.9089 1.2153 0.9593
C 2.0871 -0.2306 2.0672 -0.0740
C 1.9893 -4.4437 2.1290 0.6385
C 2.6728 -5.3466 2.8941 -0.6960
C 2.2824 -6.6904 2.6523 -0.6563
C 1.3057 -6.7792 1.7072 -0.4657
S 0.8535 -5.2499 1.1137 0.1618
C 2.6222 3.3475 2.9096 -0.7809
H 1.8350 8.8195 2.8234 0.4329
H 0.1389 8.2405 0.9023 0.3827
H 0.0072 5.6597 0.4882 0.4692
H 0.0004 3.4642 0.7951 0.5802
H 4.3233 1.8676 4.4606 0.4591
H 4.4583 -0.5704 4.4973 0.4661
H 3.5811 -2.7994 3.6670 0.4249
H 0.6538 -2.7088 0.5324 -0.1753
H 3.4284 -5.0657 3.6167 0.3807
H 2.7033 -7.5459 3.1616 0.3987
H 0.8143 -7.6641 1.3328 0.4510
H 3.2623 3.9549 3.5420 0.4585
C 2.5737 -2.3371 -1.8299 -0.4627
S 2.5815 -0.6534 -2.4249 0.0109
C 1.4747 -0.9158 -3.7927 -0.2432
O 1.8641 0.1811 -1.3875 -0.3128
H 3.1845 -2.9307 -2.5122 0.5764
H 1.5459 -2.7030 -1.7947 -0.1151
H 3.0289 -2.3307 -0.8405 0.1794
H 1.8771 -1.7413 -4.3831 0.5529
H 1.4530 -0.0070 -4.3909 0.1792
H 0.4922 -1.1631 -3.3878 -0.3032